#a
17
Properties=species:S:1:pos:R:3:mulliken_charge:R:1 method="wB97M-V/def2-TZVPD" homo_ev="-14.5 / -14.5" total_charge=+1 gap_ev="8.75 / 8.75"
C -0.65 1.28 -1.15 -0.27
C -1.34 -0.95 -0.08 -0.11
C 0.90 -0.60 -0.93 -0.51
C 1.04 1.36 0.68 -0.76
N -0.14 -1.42 -0.27 0.04
N -2.19 -1.47 0.84 0.89
N 0.73 0.90 -0.64 -0.09
O -3.26 -1.96 0.54 -0.47
O -1.68 -1.15 1.95 -0.47
H -1.11 1.80 -0.26 0.29
H 1.95 -0.99 -0.64 0.39
H 0.79 -0.60 -2.00 0.40
H 0.53 0.69 1.47 0.30
H 2.17 1.50 0.98 0.32
H 0.74 2.44 0.77 0.37
H 0.21 -2.26 0.09 0.27
H 1.32 1.43 -1.33 0.42

=====

#b
17
Properties=species:S:1:pos:R:3:mulliken_charge:R:1 method="wB97M-V/def2-TZVPD" homo_ev=-14.9 total_charge=+1 gap_ev=9.03
C 1.58 -0.17 1.25 -0.94
N 0.28 -0.31 0.60 0.06
C 0.02 0.54 -0.61 -0.60
C -1.43 0.16 -1.07 -0.42
N -1.84 -0.79 -0.02 -0.16
C -0.86 -0.91 0.92 0.27
N -1.11 -1.58 2.23 0.92
O -0.25 -1.89 3.04 -0.48
O -2.32 -1.69 2.45 -0.51
H 1.82 -0.95 1.93 0.36
H 2.22 -0.05 0.46 0.36
H 1.58 0.61 1.85 0.47
H 0.66 0.45 -1.46 0.39
H 0.03 1.57 -0.12 0.36
H -2.00 1.12 -1.05 0.25
H -1.54 -0.37 -2.02 0.36
H -2.79 -1.05 0.31 0.30

=====

#c
17
Properties=species:S:1:pos:R:3:mulliken_charge:R:1 method="wB97M-V/def2-TZVPD" homo_ev=-13.6 total_charge=+1 gap_ev=9.55
C 0.43 1.10 -0.90 -0.53
C 1.42 0.39 0.08 -0.02
C 0.47 0.06 1.23 -0.72
C -0.32 -0.81 0.23 0.56
N 0.62 -1.77 -0.26 -0.34
O 1.76 -0.90 -0.42 -0.29
O -1.72 -1.01 0.43 -0.34
N -2.04 0.08 -0.39 0.20
N -0.57 0.07 -0.93 -0.29
H 0.12 2.06 -0.51 0.34
H 0.82 1.22 -1.91 0.32
H 2.35 0.93 0.28 0.50
H 0.93 -0.52 2.03 0.30
H -0.07 0.90 1.65 0.27
H 0.88 -2.51 0.40 0.30
H -2.38 0.90 0.14 0.38
H -2.70 -0.18 -1.15 0.35

=====

Which one sits at the bottom of the stability order? #a does.

=====

#a
22
Properties=species:S:1:pos:R:3:mulliken_charge:R:1 method="wB97M-V/def2-TZVPD" homo_ev=-13.4 total_charge=+1 gap_ev=10.07
C 1.20 1.25 -0.78 -1.05
C 0.90 0.40 0.47 0.08
C 2.03 -0.32 1.07 -1.83
N -0.14 -0.60 0.21 0.05
C -0.13 -1.72 -0.75 -1.25
C -1.55 0.22 0.00 0.52
N -2.61 -0.53 -0.17 -0.35
N -1.53 1.48 0.32 -0.28
H 1.38 0.52 -1.57 0.26
H 0.33 1.85 -1.00 0.45
H 2.09 1.73 -0.45 0.40
H 0.53 1.09 1.21 0.45
H 2.85 0.38 1.46 0.38
H 2.58 -0.90 0.45 0.48
H 1.68 -0.84 1.93 0.46
H -0.39 -2.54 -0.13 0.47
H -0.78 -1.77 -1.56 0.48
H 0.90 -1.99 -1.08 0.35
H -2.66 -1.47 -0.50 0.27
H -3.50 0.00 -0.35 0.25
H -2.48 1.89 0.48 0.27
H -0.68 1.88 0.76 0.13

=====

#b
22
Properties=species:S:1:pos:R:3:mulliken_charge:R:1 method="wB97M-V/def2-TZVPD" homo_ev=-13.7 total_charge=+1 gap_ev=10.71
N 0.62 1.86 -0.75 -0.60
C 1.75 0.89 -0.80 -0.75
C 1.40 -0.47 -0.20 -0.50
C 0.86 -0.47 1.24 -0.60
C -0.65 -0.24 1.38 -0.77
N -1.46 -1.25 0.75 -0.03
C -2.11 -1.09 -0.39 -0.02
N -1.92 -0.11 -1.22 -0.19
H 0.64 2.30 0.16 0.21
H 0.83 2.61 -1.38 0.25
H 1.97 0.72 -1.86 0.38
H 2.65 1.29 -0.36 0.41
H 2.32 -1.03 -0.17 0.34
H 0.71 -1.00 -0.85 0.29
H 1.07 -1.43 1.68 0.37
H 1.36 0.27 1.86 0.33
H -0.96 0.74 1.01 0.42
H -0.91 -0.21 2.44 0.36
H -1.71 -2.11 1.23 0.27
H -2.84 -1.86 -0.64 0.39
H -2.51 -0.02 -2.02 0.26
H -1.12 0.59 -1.13 0.18

=====

#c
22
Properties=species:S:1:pos:R:3:mulliken_charge:R:1 method="wB97M-V/def2-TZVPD" homo_ev=-12.5 total_charge=+1 gap_ev=8.74
C -0.61 2.41 -1.81 -0.76
N -1.27 1.18 -1.42 -0.09
C -1.61 0.89 -0.21 -0.03
N -2.25 -0.22 0.13 -0.32
H -1.23 2.97 -2.50 0.33
H 0.36 2.23 -2.27 0.30
H -0.44 3.03 -0.93 0.29
H -1.51 0.51 -2.15 0.24
H -1.44 1.64 0.56 0.41
H -2.15 -1.07 -0.40 0.24
H -2.49 -0.35 1.10 0.29
N 2.04 -0.26 -0.44 -0.60
C 1.34 -0.48 0.81 0.16
C 1.12 -2.53 2.20 -0.85
C 1.02 -1.92 1.04 -0.11
H 2.22 0.72 -0.62 0.23
H 1.53 -0.64 -1.23 0.22
H 0.40 0.10 0.90 -0.08
H 1.96 -0.10 1.63 0.37
H 0.83 -3.56 2.33 0.27
H 1.50 -2.04 3.09 0.25
H 0.68 -2.50 0.19 0.24

=====

#d
22
Properties=species:S:1:pos:R:3:mulliken_charge:R:1 method="wB97M-V/def2-TZVPD" homo_ev=-13.6 total_charge=+1 gap_ev=9.08
C -0.61 -1.02 0.56 -0.56
C 0.86 -1.08 0.16 -0.80
C -1.16 1.28 -0.21 0.32
C -2.81 -0.51 -0.09 -1.25
C 2.93 0.23 -0.29 -0.96
N -1.48 0.04 -0.02 -0.08
N -0.04 1.95 -0.30 -0.28
N 1.59 0.10 0.37 -0.43
H -1.08 -1.95 0.13 0.46
H -0.70 -1.20 1.73 0.27
H 1.16 -2.04 0.65 0.33
H 0.95 -1.29 -0.89 0.41
H -2.77 2.24 -0.61 0.29
H -2.92 -0.94 -1.10 0.31
H -2.96 -1.27 0.69 0.38
H -3.48 0.25 0.16 0.56
H 3.59 0.95 0.34 0.31
H 3.44 -0.73 -0.24 0.39
H 2.88 0.53 -1.35 0.32
H 0.79 1.38 -0.08 0.48
H -0.05 2.82 -0.91 0.29
H 1.87 0.28 1.30 0.23

=====

Which one sits at the bottom of the stability order? #d does.

=====

#a
22
Properties=species:S:1:pos:R:3:mulliken_charge:R:1 method="wB97M-V/def2-TZVPD" homo_ev=-11.6 total_charge=+1 gap_ev=7.93
C 2.02 1.51 1.14 -1.08
C 1.75 0.14 0.52 -0.17
C 1.12 -0.79 1.28 -0.13
N 0.79 -2.14 0.99 -0.59
H 1.72 1.46 2.19 0.29
H 3.08 1.77 1.07 0.34
H 1.42 2.29 0.64 0.23
H 2.14 -0.12 -0.46 0.36
H 0.79 -0.55 2.31 0.26
H 0.77 -2.73 1.88 0.28
H 1.47 -2.55 0.35 0.24
C -1.17 -0.61 -2.54 -0.81
N -1.36 0.39 -1.51 -0.12
C -2.08 0.24 -0.44 0.20
N -2.05 1.12 0.59 -0.41
H -0.12 -0.54 -2.80 0.32
H -1.79 -0.38 -3.39 0.33
H -1.43 -1.57 -2.10 0.32
H -0.87 1.28 -1.64 0.26
H -2.54 -0.68 -0.24 0.36
H -1.23 1.70 0.69 0.21
H -2.42 0.75 1.47 0.30

=====

#b
22
Properties=species:S:1:pos:R:3:mulliken_charge:R:1 method="wB97M-V/def2-TZVPD" homo_ev=-12.4 total_charge=+1 gap_ev=5.47
C 1.40 -1.11 2.63 -1.32
C 0.54 -0.47 1.54 -0.29
C 1.35 -0.59 0.20 -0.58
C 0.55 0.03 -0.92 0.59
C 0.10 -0.86 -1.93 -0.23
N -0.73 -0.56 -2.92 -0.27
N 0.17 1.27 -0.83 -0.61
N -2.67 1.89 1.48 -0.61
H 1.61 -2.15 2.45 0.37
H 0.85 -1.06 3.59 0.36
H 2.28 -0.51 2.79 0.37
H -0.40 -0.99 1.35 0.34
H 1.53 -1.62 -0.07 0.36
H 2.23 0.04 0.33 0.34
H 0.44 -1.88 -2.04 0.40
H -1.35 -1.30 -3.25 0.32
H -1.13 0.37 -2.89 0.28
H 0.27 1.85 -1.67 0.29
H -2.43 2.48 2.27 0.22
H -2.01 1.93 0.72 0.17
H 0.48 0.58 1.80 0.26
H -3.57 2.14 1.12 0.23

=====

#c
22
Properties=species:S:1:pos:R:3:mulliken_charge:R:1 method="wB97M-V/def2-TZVPD" homo_ev=-15.1 total_charge=+1 gap_ev=11.40
C 1.47 1.71 0.09 -0.87
N 0.17 0.96 0.07 1.03
N -0.84 1.71 0.07 -0.44
N -2.02 1.33 0.05 -0.28
C 0.09 -0.55 0.02 0.86
C 1.48 -1.08 0.12 -1.97
C -0.79 -1.10 1.17 -1.59
C -0.48 -0.91 -1.34 -1.23
H 2.04 1.52 -0.88 0.30
H 2.00 1.52 1.03 0.32
H 1.17 2.82 0.05 0.36
H -2.15 0.33 0.00 0.17
H -2.47 2.15 -0.23 0.31
H 2.26 -0.73 -0.58 0.43
H 1.80 -0.97 1.13 0.52
H 1.43 -2.18 -0.09 0.46
H -1.91 -1.13 0.85 0.38
H -0.79 -0.52 1.97 0.51
H -0.57 -2.08 1.45 0.46
H -1.50 -0.45 -1.54 0.37
H 0.16 -0.37 -1.98 0.48
H -0.56 -1.98 -1.43 0.41

=====

Which one sits at the bottom of the stability order? #c does.

=====

#a
22
Properties=species:S:1:pos:R:3:mulliken_charge:R:1 method="wB97M-V/def2-TZVPD" homo_ev="-10.9 / -10.1" total_charge=+1 gap_ev="7.46 / 5.92"
C -1.03 0.75 -0.96 -0.33
C -1.18 -0.78 -0.91 -0.60
C 0.78 -1.41 0.60 -0.44
C -0.85 1.48 0.27 -0.18
C 1.47 -0.17 0.91 -1.08
N -1.62 1.35 1.34 -0.31
N 2.16 0.30 -0.23 -0.16
N 0.15 -1.35 -0.75 -0.49
H -0.16 1.19 -1.55 0.16
H -1.96 1.12 -1.53 0.35
H -2.00 -1.13 -0.25 0.31
H -1.62 -1.12 -1.87 0.40
H 1.30 -2.41 0.55 0.43
H 0.12 -1.66 1.40 0.36
H 0.00 2.19 0.27 0.33
H 1.71 0.13 1.90 0.48
H -1.60 1.92 2.23 0.27
H -2.47 0.89 1.33 0.22
H 3.15 0.20 -0.27 0.31
H 1.84 1.25 -0.63 0.26
H 0.22 -2.32 -1.06 0.25
H 1.60 -0.41 -0.80 0.47

=====

#b
22
Properties=species:S:1:pos:R:3:mulliken_charge:R:1 method="wB97M-V/def2-TZVPD" homo_ev=-12.2 total_charge=+1 gap_ev=8.58
C -2.25 -1.21 0.51 -1.15
C -0.79 -1.35 0.08 0.70
N -0.72 -2.72 -0.92 -0.55
C -0.29 -0.12 -0.52 -1.04
C 1.17 0.50 -0.03 -0.61
N 1.16 1.82 -0.78 -0.52
C 1.52 2.92 -0.17 0.16
N 1.86 3.05 1.24 -0.35
H -2.25 -1.56 1.63 0.26
H -2.83 -1.72 -0.32 0.37
H -2.58 -0.16 0.56 0.34
H -0.10 -1.71 0.95 0.38
H 0.14 -3.40 -0.61 0.42
H -1.57 -3.29 -0.81 0.34
H -0.62 -2.36 -1.91 0.36
H -0.08 -0.25 -1.72 0.18
H -0.79 0.88 -0.73 0.44
H 1.98 -0.08 -0.29 0.35
H 1.30 0.73 1.06 0.26
H 1.45 3.94 -0.70 0.31
H 2.05 2.29 1.76 0.11
H 2.25 3.82 1.74 0.23

=====

Which one sits at the bottom of the stability order? #a does.

=====

#a
22
Properties=species:S:1:pos:R:3:mulliken_charge:R:1 method="wB97M-V/def2-TZVPD" homo_ev=-4.7 total_charge=-1 gap_ev=7.49
Cl 0.09 -0.42 -0.05 -0.97
O 0.50 3.98 3.04 -0.64
H 0.92 4.66 2.53 0.31
H 0.35 3.26 2.42 0.34
O -2.44 -3.86 -2.64 -0.65
H -1.90 -4.03 -3.42 0.30
H -1.98 -3.16 -2.18 0.35
O -3.35 1.45 3.74 -0.65
H -2.71 1.19 3.08 0.34
H -3.00 1.11 4.56 0.31
O -0.08 -2.73 4.16 -0.65
H 0.67 -3.25 4.45 0.30
H 0.14 -2.48 3.26 0.34
O 2.35 -4.05 -2.68 -0.65
H 1.91 -3.34 -2.21 0.34
H 1.87 -4.13 -3.50 0.30
O 3.76 1.72 -3.98 -0.66
H 4.08 0.81 -4.00 0.32
H 3.06 1.71 -3.33 0.34
O -1.12 4.12 -1.06 -0.65
H -1.05 3.17 -1.03 0.34
H -2.06 4.28 -1.17 0.31

=====

#b
22
Properties=species:S:1:pos:R:3:mulliken_charge:R:1 method="wB97M-V/def2-TZVPD" homo_ev=-6.8 total_charge=-1 gap_ev=10.25
Cl 0.16 -0.07 -0.07 -0.88
O 2.58 -0.88 2.12 -0.62
H 1.80 -0.60 1.64 0.30
H 3.29 -0.86 1.48 0.31
O -1.15 2.76 1.27 -0.63
H -0.83 1.96 0.87 0.35
H -0.38 3.16 1.66 0.29
O -0.73 -0.83 2.96 -0.59
H -0.38 -0.38 2.19 0.22
H -0.62 -0.21 3.68 0.29
O 2.49 0.88 -2.07 -0.62
H 1.78 0.72 -1.44 0.30
H 2.05 1.13 -2.88 0.31
O 1.16 -3.22 -0.92 -0.65
H 1.10 -2.31 -0.65 0.35
H 0.28 -3.57 -0.77 0.30
O -3.11 -1.04 -0.99 -0.62
H -2.35 -0.69 -0.51 0.33
H -3.85 -0.87 -0.41 0.30
O -1.22 2.00 -2.48 -0.64
H -0.63 1.76 -1.77 0.28
H -1.45 1.16 -2.89 0.32

=====

#c
22
Properties=species:S:1:pos:R:3:mulliken_charge:R:1 method="wB97M-V/def2-TZVPD" homo_ev=-7.0 total_charge=-1 gap_ev=10.16
Cl 32.02 -14.84 2.33 -0.90
O 31.20 -17.75 2.77 -0.56
H 31.26 -17.91 3.71 0.29
H 31.59 -16.88 2.70 0.26
O 29.73 -14.73 0.00 -0.62
H 29.90 -13.80 0.01 0.30
H 30.22 -14.98 0.79 0.37
O 32.50 -16.43 -0.51 -0.58
H 32.53 -16.07 0.36 0.24
H 33.01 -15.82 -0.98 0.32
O 32.78 -13.48 -1.04 -0.61
H 32.82 -12.52 -1.18 0.27
H 32.73 -13.72 -0.14 0.36
O 33.29 -12.00 2.30 -0.63
H 32.67 -11.42 1.90 0.33
H 32.97 -12.90 2.23 0.21
O 30.39 -12.29 3.16 -0.62
H 30.95 -12.19 3.95 0.37
H 30.71 -13.04 2.68 0.18
O 30.27 -15.45 4.77 -0.59
H 30.61 -15.26 3.90 0.36
H 30.37 -16.39 4.93 0.26

=====

Which one sits at the bottom of the stability order? #a does.

=====

#a
13
Properties=species:S:1:pos:R:3:mulliken_charge:R:1 method="wB97M-V/def2-TZVPD" homo_ev=-8.4 total_charge=0 gap_ev=9.46
C -0.94 0.97 -0.58 -0.77
S -0.52 -0.77 -0.18 -0.14
C -0.91 -0.78 1.60 -0.82
H -1.52 0.96 -1.51 0.28
H -0.03 1.52 -0.77 0.30
H -1.59 1.34 0.20 0.28
H -0.35 -1.58 2.08 0.31
H -0.60 0.17 2.03 0.28
H -1.99 -0.85 1.72 0.29
N 2.41 1.03 -0.71 -0.63
H 2.01 0.17 -0.34 0.20
H 2.99 1.50 -0.02 0.20
H 2.98 0.73 -1.49 0.22

=====

#b
13
Properties=species:S:1:pos:R:3:mulliken_charge:R:1 method="wB97M-V/def2-TZVPD" homo_ev=-9.1 total_charge=0 gap_ev=10.08
C 0.63 1.09 -1.00 -0.80
N -0.57 0.57 -0.29 -0.36
C -0.38 0.41 1.21 -0.80
H 1.13 1.93 -0.52 0.33
H 0.25 1.46 -2.07 0.25
H 1.39 0.32 -0.99 0.29
H -1.19 1.33 -0.32 0.26
H -0.22 1.42 1.72 0.33
H -1.31 -0.19 1.59 0.26
H 0.51 -0.24 1.46 0.28
S 0.20 -2.61 -0.75 -0.33
H -0.97 -2.11 -0.35 0.15
H 0.55 -3.40 0.31 0.14

=====

Which one sits at the bottom of the stability order? #b does.